{
  "formula": "C14H18ClN2O8Pt",
  "method": "the ωB97M-V functional and the def2-TZVPD basis",
  "homo_ev": [-0.1, 0.5],
  "s_squared": 2.0284,
  "orbital_gap_ev": [5.239, 4.666],
  "charge": -3,
  "spin_multiplicity": 3,
  "lumo_ev": [5.12, 5.12],
  "symbols": ["O", "H", "H", "C", "O", "H", "H", "C", "N", "C", "O", "C", "C", "C", "C", "H", "O", "H", "H", "C", "O", "H", "H", "C", "C", "O", "H", "H", "Pt", "H", "N", "H", "H", "C", "O", "C", "H", "Cl", "C", "H", "C", "H", "O", "H"],
  "coordinates": [[-4.050352, -1.457400, -1.583321], [2.502096, 4.312090, -4.014114], [-5.763709, -1.704866, -0.460276], [2.732692, 3.307739, -4.369360], [1.788089, 0.854765, 6.983190], [4.570371, -3.391438, -0.514385], [2.659553, -7.616228, -1.913200], [5.007060, -5.255925, -1.225738], [-2.571610, 4.006112, 1.939902], [-4.434735, 5.293169, 3.115100], [1.320574, -1.428355, 6.780934], [-3.637333, 6.453579, 3.084914], [2.303995, -5.547647, -1.588658], [2.740762, 3.385047, -5.983628], [-3.860321, 4.133810, 2.563725], [3.416362, 2.614274, -6.354539], [1.821290, 2.402287, -3.722514], [-1.718936, 7.211422, 2.349327], [-5.423727, -3.757891, 0.663149], [4.126099, -4.255477, -0.986070], [1.887725, -0.281392, 4.856750], [-0.909463, 5.288398, 1.360329], [-5.397933, 5.418077, 3.587363], [-5.016152, -2.324015, -0.956173], [-1.871171, 5.191297, 1.842082], [3.448534, -0.728866, 6.641639], [-4.102065, -4.283586, -0.349202], [-5.521412, -2.809827, -1.790916], [-0.448252, -0.436347, 0.169478], [6.050057, -5.142385, -0.969455], [2.713615, -4.313919, -1.083121], [-3.784342, 7.405924, 3.572596], [-4.498099, 3.266364, 2.479023], [3.124313, -6.650838, -1.777362], [1.571430, 3.150433, -6.744002], [-2.412747, 6.384927, 2.393377], [5.119185, -7.291712, -1.797920], [2.102702, -0.397498, 6.294787], [-4.534521, -3.409523, 0.137742], [3.770089, 3.139681, -4.080133], [4.463874, -6.484318, -1.506213], [3.135472, 4.349248, -6.303993], [-3.689851, -2.949762, 1.145077], [1.270791, -5.649427, -1.886189]],
  "atomic_forces_ev_per_a": [[-1.9210, -2.3846, 1.8074], [-0.4376, 0.3636, -0.1845], [-0.0325, 0.1005, 0.5744], [-2.1672, -1.5059, 1.6454], [-0.2354, -0.2020, -0.6276], [-0.5938, 0.6552, -0.2058], [0.1822, -0.0741, -0.5128], [-0.1444, -0.8932, 0.4705], [-1.7900, 2.5809, 1.0885], [1.7919, 0.8959, -0.2788], [-2.9824, -2.8107, 1.4176], [1.9470, -0.7048, -1.1159], [0.3788, 2.2600, 0.7344], [-3.0311, -1.4048, -2.9246], [1.6878, 0.4289, -1.4422], [0.8171, -0.3339, 0.6176], [2.3849, 1.9435, -1.8868], [-0.2798, 0.4843, 0.0868], [-1.0405, -0.0620, -0.4440], [-3.1210, 1.2114, 1.1724], [0.6061, 0.3336, 0.9710], [0.0712, -0.7750, -0.1234], [-0.1961, -0.8287, -0.0849], [2.0138, 3.0087, -2.2348], [-3.1603, -0.6892, 1.3788], [1.8305, 0.0348, -0.5311], [0.2483, -0.0378, -0.8029], [-0.2663, -0.9126, 0.0633], [-0.0875, -0.0485, -0.0097], [0.1024, 0.1167, -0.3292], [2.8348, -2.6357, -1.6025], [-0.8365, -0.0663, 0.1105], [0.3829, -0.4095, 0.1643], [-0.1747, 0.6937, 1.0826], [1.6043, 0.8340, 1.9049], [0.3807, -0.9145, 0.2113], [0.2457, -0.3992, 0.5684], [0.9156, 2.6617, -1.0042], [2.2134, 0.6077, 3.0369], [0.3918, -0.4071, 0.0254], [0.6154, -1.2599, -1.8111], [0.5470, 0.6414, 0.6101], [-1.3742, -0.4190, -2.0208], [-0.3216, 0.3225, 0.4350]]
}

***

{
  "formula": "C14H18O5S",
  "method": "the ωB97M-V functional and the def2-TZVPD basis",
  "homo_ev": -8.4,
  "orbital_gap_ev": 8.929,
  "smiles": "CCCOc1ccc(CS[C@H](CC(=O)O)C(=O)O)cc1",
  "spin_multiplicity": 1,
  "lumo_ev": 0.56,
  "symbols": ["H", "H", "H", "O", "O", "H", "C", "C", "H", "S", "O", "H", "C", "H", "O", "C", "C", "H", "H", "H", "C", "O", "C", "C", "C", "H", "H", "C", "C", "C", "H", "H", "H", "C", "C", "H", "H", "H"],
  "coordinates": [[-6.185977, 0.588195, -0.200917], [-5.149302, -0.786417, 1.635786], [-6.020010, -1.106618, -0.669374], [3.485425, -2.544886, 0.995116], [2.749585, -0.838298, -1.652230], [-2.938222, -1.767114, 1.373824], [-1.325459, 0.344139, 0.909901], [4.428020, -1.767923, 0.455270], [-3.984953, -2.406527, 0.089855], [2.892010, 1.988298, 1.062700], [-2.626441, -1.112890, -0.568937], [1.227748, 3.563573, 0.563287], [-3.501143, -1.502193, 0.470062], [-1.213239, -0.184399, -2.415804], [3.565565, 1.232915, -1.814955], [4.318146, -0.339645, 0.943523], [-5.471332, -0.201847, -0.417452], [1.954380, 2.930628, -0.935125], [2.171828, -0.277253, 0.652864], [4.249498, -0.333673, 2.032233], [0.072315, 1.153579, -1.342135], [5.243682, -2.175042, -0.323778], [1.530142, 2.661276, 0.031235], [3.159761, 0.328413, -1.143151], [-0.946825, 0.233182, -1.457664], [0.608193, 1.472597, -2.224631], [-4.878996, 0.092447, -1.280504], [-1.661030, -0.185772, -0.333073], [0.407253, 1.689179, -0.102902], [-0.301296, 1.267137, 1.013932], [2.867066, -0.851978, -2.615987], [3.545956, -3.448100, 0.646054], [-4.072320, 0.491870, 1.057190], [3.051889, 0.305740, 0.367341], [-4.562750, -0.443720, 0.781387], [-1.847241, 0.045382, 1.805345], [5.198669, 0.221020, 0.627451], [-0.040597, 1.664737, 1.984265]],
  "atomic_forces_ev_per_a": [[-0.0984, 0.0538, -0.0567], [0.0475, 0.0181, 0.0785], [-0.0909, -0.0784, -0.0749], [-0.5678, -0.2359, 0.4325], [-0.2330, -0.5674, -0.1109], [-0.0042, -0.0261, -0.1183], [-0.2253, -0.2085, 0.0857], [0.4143, 0.0439, -0.0672], [0.0634, 0.0602, 0.1066], [0.0667, -0.2025, -0.1027], [0.1453, 0.0659, -0.2348], [0.0147, 0.0338, -0.0473], [-0.3111, 0.0471, 0.4690], [-0.0409, -0.0581, -0.1156], [0.1008, 0.1828, -0.1374], [-0.0713, -0.0435, -0.0420], [0.1188, 0.0463, 0.1797], [-0.1193, 0.0485, 0.0320], [0.1401, 0.0111, -0.1135], [0.0201, -0.0105, -0.0084], [-0.0609, 0.0919, 0.1716], [0.1681, -0.0016, -0.0871], [0.5196, -0.1035, 0.1973], [-0.0743, 0.1126, -0.0989], [-0.2595, -0.1893, 0.1205], [0.0814, 0.0232, -0.0875], [-0.0164, 0.0384, -0.1097], [0.2366, 0.1479, -0.2354], [-0.1452, -0.0026, -0.0156], [0.0499, 0.0676, -0.2042], [0.1094, 0.2297, 0.1730], [0.2024, 0.2274, -0.1150], [-0.0107, -0.0263, 0.1228], [-0.2563, 0.5357, 0.1597], [0.1961, -0.1716, -0.3257], [-0.0900, -0.0419, 0.0487], [-0.0412, -0.1364, 0.0214], [0.0215, 0.0181, 0.1099]]
}

***

{
  "formula": "C14H19AuBr",
  "method": "the ωB97M-V functional and the def2-TZVPD basis",
  "homo_ev": [-3.0, -3.2],
  "s_squared": 2.0223,
  "orbital_gap_ev": [6.421, 4.873],
  "charge": -1,
  "spin_multiplicity": 3,
  "lumo_ev": [3.43, 1.72],
  "symbols": ["H", "C", "H", "C", "H", "C", "C", "H", "C", "C", "H", "H", "H", "C", "H", "C", "H", "H", "C", "C", "C", "C", "C", "H", "H", "H", "H", "H", "C", "H", "Au", "H", "H", "H", "Br"],
  "coordinates": [[2.807428, 1.290704, 0.156944], [1.001424, 0.271206, 3.544755], [3.448163, -1.022085, -1.105333], [-2.004874, -1.627690, -0.876806], [-2.293145, -2.173470, 0.037312], [-1.340120, -2.235433, -2.007063], [-1.906021, -0.015762, -2.509904], [0.847030, -0.817068, 3.572045], [1.569233, 1.720883, -1.659811], [1.356002, 1.008577, -2.869287], [-1.265534, -0.154304, 1.297865], [1.199982, 2.741603, -1.443579], [-3.003789, 0.358112, -0.597059], [-0.370107, 0.406801, 1.559170], [-1.047324, -3.289913, -2.116260], [2.396098, 0.966068, -0.810127], [0.848378, 1.378886, -3.760012], [-1.804786, -0.292333, 3.771848], [-2.374230, -0.311866, -1.226044], [-0.231760, 0.952324, 2.890267], [-1.583812, 0.779454, 3.698350], [2.710336, -0.286785, -1.449727], [2.106560, -0.235834, -2.802007], [1.876167, 0.486221, 2.889439], [-1.680372, 1.176850, 4.726626], [-0.889397, -1.323622, -4.060961], [-2.365590, 1.299917, 3.119463], [1.335530, 0.546292, 4.565303], [-1.221764, -1.164864, -3.031110], [-0.002618, 2.010637, 2.925920], [0.596706, -1.331923, -1.455180], [-2.099387, 0.919573, -3.072503], [0.225434, 0.785809, 0.732459], [2.297026, -0.948919, -3.612515], [0.863133, -1.868056, 0.977523]],
  "atomic_forces_ev_per_a": [[-0.4447, -0.2862, -0.4725], [0.7333, -0.2963, 0.1503], [-0.4768, 0.3720, -0.1724], [-0.8463, -0.3324, -0.2028], [0.4168, 0.5158, -0.5499], [0.4754, 1.2230, -0.9782], [-0.3262, -0.1046, -0.4599], [0.1443, 0.2760, -0.1509], [0.3317, 0.1501, -0.3282], [1.4901, -0.4185, -0.0191], [0.2696, 0.2478, 0.0881], [0.1349, -0.8310, -0.1266], [0.8428, -0.5735, -0.5259], [-1.2507, 0.8684, -1.4774], [-0.4084, 0.6050, 0.0024], [0.4701, -0.2278, -0.1345], [-0.0460, -0.2094, 0.3617], [-0.1725, 0.1364, -0.1932], [-0.8470, 0.4230, 0.4983], [-0.2604, -0.0609, 2.8708], [0.3629, 0.0359, -0.4019], [-0.3134, 0.9085, -0.7549], [-0.2223, 1.2075, 0.8112], [-0.5349, -0.3920, 0.3272], [0.7158, 0.0084, -0.3872], [-0.0657, 0.1569, 0.5214], [0.1164, -0.4444, 0.1120], [-0.6601, 0.3988, -0.2731], [-0.5587, -1.5033, 0.8707], [0.0371, 0.5704, -0.3968], [-0.0090, -0.5196, 0.0986], [0.3716, -0.7231, 0.5716], [-0.1326, -0.0470, 0.2282], [-0.1254, 0.4061, 0.3653], [0.7884, -1.5400, 0.1274]]
}

***

Here are the calculated max |F| numbers, same order: 4.4; 0.8; 2.9 (eV Å⁻¹).